Record 1
This record from the OMol25 dataset describes the ion C5H8N with charge +1. The level of theory is ωB97M-V with the def2-TZVPD basis set.

Its charge is +1. As for the HOMO energy: -14.437 eV. As for the SMILES: C=CC[N+]#CC. As for the lowest unoccupied orbital energy: -3.9 eV. The spin multiplicity is 1.

Geometry as XYZ:
```
14
Properties=species:S:1:pos:R:3:forces:R:3:mulliken_charge:R:1
C -0.383838 -1.311815 -1.480025 -0.09 -0.07 -0.17 -0.7749
C -1.222928 -0.297400 -1.440798 -0.04 0.09 -0.01 0.0173
C -0.879530 1.056669 -0.852236 -1.15 0.36 -1.49 -0.2736
N -0.056087 0.887546 0.246813 2.12 -1.19 2.46 0.0897
C 0.613146 0.444706 1.073045 -1.65 1.56 -1.91 0.5447
C 1.421226 0.040786 2.146131 0.91 -0.71 1.16 -1.0204
H 0.625836 -1.265588 -1.104365 0.19 0.05 0.13 0.1713
H -0.667158 -2.242691 -1.936698 -0.10 -0.19 -0.07 0.2811
H -2.218842 -0.372279 -1.847699 -0.10 0.01 -0.11 0.3362
H -0.352938 1.679539 -1.586764 -0.11 -0.01 0.17 0.2728
H -1.775168 1.595941 -0.529730 0.14 -0.06 -0.04 0.3433
H 1.385156 0.790172 2.938479 -0.02 0.06 -0.03 0.3564
H 2.456797 -0.097896 1.825687 -0.07 0.07 -0.05 0.3288
H 1.054328 -0.907690 2.548160 -0.02 0.04 -0.04 0.3272
```
Positions in Å, forces in eV/Å.

Record 2
This record from the OMol25 dataset describes the ion C5H8N with charge +1. The level of theory is ωB97M-V with the def2-TZVPD basis set.

Its charge is +1. As for the HOMO energy (spin up / spin down): -14.732 / -14.733 eV. As for the SMILES: C[C@@H]1C2=[N+](C)[C@H]21. As for the lowest unoccupied orbital energy (spin up / spin down): -6.1 / -6.1 eV. The spin multiplicity is 1.

Geometry as XYZ:
```
14
Properties=species:S:1:pos:R:3:forces:R:3:mulliken_charge:R:1
C -2.361046 -0.108492 0.105585 0.62 2.73 -1.00 -1.2288
C -0.935013 -0.361838 -0.352651 -1.24 0.39 -4.57 0.3730
C 0.169931 -0.854407 0.445035 -0.04 -0.80 1.39 -0.2209
N 1.156727 -0.147840 -0.017862 -1.12 0.83 -1.70 0.3526
C 2.562463 -0.213973 -0.068498 1.51 -2.70 1.51 -0.7091
C 0.255311 0.774087 -0.491889 -2.90 -2.78 0.63 -0.2004
H -3.106061 -0.859780 -0.097799 0.27 -0.64 0.40 0.3540
H -2.749305 0.787084 -0.475969 0.57 -0.97 0.26 0.3495
H -2.294397 0.312053 1.078410 -0.63 -0.34 1.28 0.3375
H -1.074576 -0.833575 -1.436079 1.28 0.53 2.29 0.3418
H 2.809986 0.849888 -0.046314 1.25 -0.55 -0.16 0.3127
H 2.847655 -0.871159 -0.982072 -0.25 1.65 1.31 0.3130
H 2.860891 -0.886683 0.886901 -0.27 2.01 -2.13 0.3452
H 0.005425 1.771706 -0.173483 0.95 0.64 0.48 0.2799
```
Positions in Å, forces in eV/Å.

Record 3
This record from the OMol25 dataset describes a cluster of 2 separate species, C5H8N in total. The level of theory is ωB97M-V with the def2-TZVPD basis set.

Its charge is +1. As for the HOMO energy: -13.887 eV. As for the lowest unoccupied orbital energy: -5.0 eV. The spin multiplicity is 1.

Geometry as XYZ:
```
14
Properties=species:S:1:pos:R:3:forces:R:3:mulliken_charge:R:1
C -1.746018 1.451258 -1.322657 2.04 -2.68 1.12 0.0727
C 2.537510 1.009042 0.529217 -4.51 -0.71 -0.03 -0.6542
C 0.696602 -0.086795 0.450338 -1.02 0.36 -1.47 -0.4960
C -0.629659 -0.348872 -0.012777 5.51 1.12 0.71 0.4955
C -1.407160 -1.574009 0.095382 -1.98 -1.45 -0.13 -1.2411
N -1.148965 0.582737 -0.853767 -1.95 2.69 -0.86 0.0347
H -2.129518 2.218312 -1.892622 -0.91 1.38 -0.98 0.4624
H 2.523370 1.669537 -0.311557 0.18 0.09 -0.39 0.3038
H 2.119183 1.434162 1.420768 0.58 0.43 0.44 0.3395
H 0.940045 -0.854579 1.116971 0.59 -1.20 1.02 0.3122
H 3.304923 0.284961 0.643767 0.26 -0.75 -0.11 0.3144
H -1.522113 -2.137324 -0.831100 1.14 -0.04 -0.48 0.3518
H -2.495607 -1.356441 0.121230 0.44 0.13 1.27 0.3721
H -1.042596 -2.291995 0.846811 -0.38 0.63 -0.10 0.3322
```
Positions in Å, forces in eV/Å.

DFT total energy
In order: -6796.2429, -6791.9235, -6792.3372
Unit: eV
ΔE to the lowest compared entry with this formula, charge and spin
In order: 42.6, 142.2, 132.6
Unit: kcal per mole